Model 1:
17
Properties=species:S:1:pos:R:3:lowdin_charge:R:1 method="wB97M-V/def2-TZVPD" molar_mass_g_mol=107.16 gap_ev=9.1737 e_homo_ev=-8.19
C 2.38 1.45 0.30 -0.196
C 0.23 0.41 -0.24 -0.235
C -0.87 0.36 -1.04 -0.094
C -1.89 -0.50 -0.76 -0.073
C -1.75 -1.50 0.28 -0.114
C -0.65 -1.46 1.10 -0.130
C 0.43 -0.60 0.82 -0.028
H 3.16 2.21 -0.17 0.101
H 1.98 1.68 1.58 0.179
H 3.04 0.53 0.23 0.070
H 1.43 1.28 -1.43 0.089
H -1.05 1.07 -1.70 0.064
H -2.78 -0.41 -1.61 0.158
H -2.48 -2.28 0.41 0.087
H -0.38 -2.27 1.90 0.136
H 1.30 -0.67 1.45 0.078
N 1.22 1.41 -0.49 -0.094


Model 2:
17
Properties=species:S:1:pos:R:3:lowdin_charge:R:1 method="wB97M-V/def2-TZVPD" molar_mass_g_mol=107.16 gap_ev=7.6025 e_homo_ev=-7.31
C -1.72 -1.06 0.24 -0.073
C -1.14 -0.53 -0.87 -0.147
C -1.62 -0.27 1.51 -0.099
C -0.23 0.52 -1.35 -0.172
C 1.16 0.57 -1.45 -0.080
C 0.45 1.10 1.42 -0.003
C 1.81 -0.19 -0.14 -0.151
N -0.59 0.54 1.53 -0.030
H -2.51 -1.74 0.00 0.086
H -1.48 -0.77 -1.94 0.125
H -2.44 -0.15 2.22 0.103
H -0.87 1.30 -1.98 0.142
H 1.78 1.30 -1.79 0.045
H 1.20 0.77 2.07 0.056
H 1.18 -0.98 0.32 0.064
H 2.72 -0.79 -0.53 0.075
H 2.29 0.38 0.73 0.059


The structure with the greatest stability is model 1.


Model 1:
17
Properties=species:S:1:pos:R:3:lowdin_charge:R:1 method="wB97M-V/def2-TZVPD" molar_mass_g_mol=107.16 gap_ev=8.8150 e_homo_ev=-7.75 smiles="C/C=C/c1cc[nH]c1"
C 2.83 0.16 -1.44 -0.115
C 1.64 -0.18 -0.59 -0.162
C 0.48 0.47 -0.61 -0.085
C -0.72 0.09 0.12 -0.251
C -1.89 0.91 0.32 -0.056
C -2.71 0.27 1.20 -0.136
N -2.19 -0.99 1.41 0.004
C -0.97 -1.08 0.77 -0.083
H 2.62 -0.26 -2.42 0.073
H 3.04 1.21 -1.67 0.073
H 3.76 -0.26 -1.07 0.063
H 1.84 -0.89 0.20 0.101
H 0.39 1.45 -1.08 0.112
H -1.99 1.87 -0.14 0.098
H -3.43 0.69 1.87 0.106
H -2.32 -1.48 2.29 0.144
H -0.38 -1.98 0.85 0.113


Model 2:
17
Properties=species:S:1:pos:R:3:lowdin_charge:R:1 method="wB97M-V/def2-TZVPD" molar_mass_g_mol=107.16 gap_ev=5.7981 e_homo_ev=-6.77
C -1.59 0.71 -1.46 -0.074
N -0.11 0.70 -1.63 -0.025
C 0.52 0.26 -0.45 -0.213
C 1.29 -0.91 -0.47 -0.031
C 1.42 -1.39 0.78 -0.006
C 0.77 -0.52 1.77 -0.208
C -0.65 -0.05 1.68 -0.057
C 0.28 0.74 0.89 -0.270
H -2.00 1.61 -1.91 0.081
H -2.03 -0.19 -1.87 0.080
H -1.88 0.70 -0.41 0.060
H 0.21 1.66 -1.73 0.118
H 1.42 -1.53 -1.34 0.115
H 1.81 -2.37 1.04 0.114
H 1.30 -0.41 2.69 0.121
H -1.36 -0.79 1.32 0.062
H 0.60 1.77 1.09 0.130


Model 3:
17
Properties=species:S:1:pos:R:3:lowdin_charge:R:1 method="wB97M-V/def2-TZVPD" molar_mass_g_mol=107.16 gap_ev=9.2560 e_homo_ev=-8.27 smiles="c1ccncc1.C=C"
C -0.06 2.20 -0.82 -0.080
C 1.22 1.79 -0.53 -0.086
C 1.44 0.43 -0.37 -0.118
N 0.46 -0.50 -0.42 -0.030
C -0.77 -0.10 -0.74 -0.202
C -1.09 1.22 -0.99 -0.054
H -0.32 3.28 -0.87 0.116
H 2.05 2.51 -0.47 0.109
H 2.45 0.06 -0.13 0.116
H -1.51 -0.94 -0.82 0.130
H -2.15 1.46 -1.14 0.105
C -0.68 -1.58 1.56 -0.137
C 0.12 -2.36 0.90 -0.116
H -0.74 -1.31 2.69 0.086
H -1.46 -0.97 1.07 0.027
H 1.09 -2.80 1.26 0.085
H -0.05 -2.40 -0.18 0.048


The structure with the greatest stability is model 1.


Model 1:
17
Properties=species:S:1:pos:R:3:lowdin_charge:R:1 method="wB97M-V/def2-TZVPD" molar_mass_g_mol=107.16 gap_ev="7.6569 / 6.9869" e_homo_ev="-6.91 / -6.37"
C 1.52 -1.11 -0.37 -0.029
C 0.96 -0.30 0.60 -0.259
C -2.17 -0.40 0.53 -0.149
C 0.26 -1.93 -0.57 -0.111
C -0.12 -1.16 0.65 -0.197
C 1.52 0.81 1.38 -0.018
C -2.43 0.65 -0.52 -0.056
N -1.54 -1.14 1.23 0.080
H 2.55 -1.21 -0.58 0.089
H -0.45 -1.69 -1.32 0.087
H 0.33 -3.02 -0.27 0.131
H 2.21 0.37 2.10 0.095
H 0.92 1.32 2.03 0.045
H 2.10 1.40 0.72 0.074
H -1.99 1.54 -0.04 0.086
H -3.51 0.88 -0.61 0.078
H -2.01 0.27 -1.43 0.056


Model 2:
17
Properties=species:S:1:pos:R:3:lowdin_charge:R:1 method="wB97M-V/def2-TZVPD" molar_mass_g_mol=107.16 gap_ev=9.0333 e_homo_ev=-8.11 smiles="C1=C[C@H]2NCCC2=C1"
C -2.42 0.00 -0.07 -0.050
C -1.68 -1.15 0.13 -0.050
C -0.25 -0.73 0.53 -0.373
N 0.81 -1.29 -0.36 -0.033
C 1.99 -0.40 -0.04 -0.159
C 1.25 1.16 0.14 -0.051
C -0.15 0.68 0.16 -0.280
C -1.43 1.16 -0.07 -0.021
H -3.35 0.38 -0.44 0.084
H -1.98 -2.32 0.08 0.145
H 0.00 -0.80 1.57 0.153
H 0.25 -0.98 -1.36 0.202
H 2.43 -0.67 0.88 0.058
H 3.02 -0.46 -0.59 0.128
H 1.54 1.41 -0.97 0.136
H 1.49 1.87 0.79 0.043
H -1.53 2.13 -0.39 0.069


The structure with the greatest stability is model 2.


Model 1:
17
Properties=species:S:1:pos:R:3:lowdin_charge:R:1 method="wB97M-V/def2-TZVPD" molar_mass_g_mol=107.16 gap_ev=9.7425 e_homo_ev=-8.65 smiles=C1[C@H]2[C@@H]3C[C@@H]4[C@H]2N4[C@H]13
C -1.88 0.16 -0.19 -0.075
C -0.74 0.32 0.95 -0.141
C -0.06 -0.90 0.27 -0.262
C 1.45 -0.84 0.09 -0.086
C 1.38 0.67 -0.20 -0.329
C 0.25 1.31 0.33 -0.223
N 0.27 0.82 -1.09 0.025
C -0.80 -0.39 -1.01 -0.181
H -2.58 0.87 -0.40 0.067
H -2.39 -0.90 0.04 0.159
H -0.95 0.65 2.09 0.174
H -0.28 -1.74 0.97 0.144
H 2.16 -1.07 0.85 0.095
H 1.99 -1.44 -0.63 0.107
H 2.46 1.13 -0.36 0.172
H 0.44 2.47 0.25 0.173
H -0.72 -1.13 -1.95 0.180


Model 2:
17
Properties=species:S:1:pos:R:3:lowdin_charge:R:1 method="wB97M-V/def2-TZVPD" molar_mass_g_mol=107.16 gap_ev=9.9797 e_homo_ev=-8.92 smiles="C#C[C@@]1(C=C)CCN1"
C -0.70 -1.27 -2.08 0.121
C -0.35 -0.58 -1.20 -0.144
C 0.08 0.02 0.04 -0.474
C 1.64 0.21 -0.12 -0.146
C 2.29 1.35 -0.21 -0.046
C -1.12 1.02 0.60 -0.089
C -1.56 -0.18 1.37 -0.264
N -0.25 -0.75 1.24 -0.027
H -0.80 -1.93 -2.96 0.050
H 2.22 -0.84 -0.70 0.187
H 3.39 1.24 -0.75 0.110
H 1.87 2.33 0.10 0.060
H -0.56 1.84 1.12 0.100
H -1.68 1.55 -0.35 0.157
H -2.36 -0.73 0.75 0.130
H -1.97 0.10 2.38 0.118
H -0.05 -1.79 1.36 0.159


Model 3:
17
Properties=species:S:1:pos:R:3:lowdin_charge:R:1 method="wB97M-V/def2-TZVPD" molar_mass_g_mol=107.16 gap_ev=9.6022 e_homo_ev=-8.52
C 2.54 0.16 0.35 -0.138
C 0.28 -0.32 -0.24 -0.307
C -0.22 0.95 -0.22 -0.065
C -1.54 1.29 -0.14 -0.067
C -2.42 0.19 0.06 -0.140
C -2.03 -1.04 0.11 -0.129
C -0.64 -1.40 -0.06 0.030
H 2.57 1.44 0.01 0.126
H 2.17 -0.01 1.38 0.091
H 3.58 -0.12 0.27 0.053
H 1.97 -0.78 -1.18 0.031
H 0.65 2.03 -0.31 0.189
H -1.87 2.25 0.00 0.072
H -3.43 0.33 0.28 0.088
H -2.78 -1.92 0.06 0.138
H -0.45 -2.43 0.00 0.087
N 1.62 -0.64 -0.38 -0.060


Model 4:
17
Properties=species:S:1:pos:R:3:lowdin_charge:R:1 method="wB97M-V/def2-TZVPD" molar_mass_g_mol=107.16 gap_ev=8.8500 e_homo_ev=-8.28 smiles="C1=C[C@@H]2C[C@@H]2C=NC1"
C 0.13 -0.74 -1.31 -0.114
C 1.16 -0.11 -0.80 -0.128
C 1.34 0.03 0.66 -0.194
C 0.53 -0.66 1.76 -0.090
C 0.03 0.69 1.31 -0.189
C -1.16 0.65 0.38 -0.145
N -0.94 1.10 -0.83 0.023
C -0.98 0.17 -1.94 -0.205
H -0.40 -1.56 -0.78 0.108
H 1.51 0.82 -1.29 0.123
H 2.31 0.44 0.96 0.125
H -0.12 -1.50 1.52 0.093
H 1.00 -0.70 2.75 0.105
H 0.20 1.46 2.09 0.139
H -1.87 -0.24 0.50 0.126
H -1.86 -0.54 -2.06 0.109
H -0.89 0.69 -2.92 0.112


The structure with the greatest stability is model 3.